[1]
{"formula": "C2H5BrOS", "method": "the ωB97M-V functional and the def2-TZVPD basis", "elements": ["C", "C", "O", "S", "Br", "H", "H", "H", "H", "H"], "positions_angstrom": [[0.88214, -0.18848, 0.95919], [-0.67635, 0.29203, -0.29124], [-1.83115, -0.30735, 0.01823], [-0.10166, -0.32124, -1.96201], [-0.78180, 2.20508, 0.08622], [0.10999, 0.07707, 1.69215], [1.10825, -1.18776, 0.68538], [1.65609, 0.52296, 0.75752], [-1.57106, -1.21529, -0.06130], [1.20555, 0.12297, -1.88413]], "atomic_forces_ev_per_a": [[-4.48, 1.63, -2.09], [4.74, 0.19, 0.54], [-0.33, 0.41, 0.46], [0.36, 1.08, 0.43], [-0.26, -0.40, -0.55], [1.28, -0.62, 0.70], [0.04, -0.90, 0.28], [0.16, 0.40, 0.07], [-0.48, -1.45, 0.07], [-1.03, -0.34, 0.11]], "gap_ev": 9.24, "total_energy_ev": -85077.7751, "relative_energy_kcal_mol": 51.3, "homo_energy_ev": -8.729}

***

[2]
{"formula": "C2H5BrOS", "method": "the ωB97M-V functional and the def2-TZVPD basis", "elements": ["C", "C", "O", "S", "Br", "H", "H", "H", "H", "H"], "positions_angstrom": [[-0.15874, 0.88624, -0.83627], [0.16559, -0.94752, 1.22712], [-0.08833, -1.72297, 2.26759], [-0.68339, 0.49301, 0.85053], [2.51518, -0.28715, 1.53800], [-0.67446, 1.88572, -0.97550], [-0.47845, 0.09379, -1.52871], [0.93897, 1.10132, -0.80525], [0.54346, -1.55431, 0.36055], [-0.62615, -1.35202, 2.93036]], "atomic_forces_ev_per_a": [[0.37, 1.04, 0.60], [2.38, -1.00, -1.40], [0.64, -0.76, -1.51], [-0.70, 0.20, 0.48], [-0.98, -0.16, -0.14], [0.44, -1.33, -0.27], [0.25, 0.59, 0.11], [-0.85, -0.49, -0.24], [-0.55, 0.75, 0.98], [-1.01, 1.17, 1.38]], "gap_ev": 8.84, "total_energy_ev": -85079.2444, "relative_energy_kcal_mol": 17.4, "homo_energy_ev": -8.860}

***

[3]
{"formula": "C2H5BrOS", "method": "the ωB97M-V functional and the def2-TZVPD basis", "elements": ["C", "C", "O", "S", "Br", "H", "H", "H", "H", "H"], "positions_angstrom": [[-1.35383, 0.32709, -0.66897], [1.19710, 0.60086, 1.46126], [1.78139, 0.43063, 0.19358], [-1.17869, 0.03142, 1.17088], [1.85480, -0.56074, 2.86038], [-1.69161, -0.54860, -1.35808], [-0.43675, 0.72382, -1.06821], [-2.07700, 1.12204, -0.84526], [1.10589, 1.53878, 1.93151], [1.58956, -0.47672, 0.12907]], "atomic_forces_ev_per_a": [[-0.89, -0.89, -0.45], [-1.88, -1.97, -1.51], [-0.89, 2.33, 3.10], [2.46, 0.50, -0.95], [-0.20, 0.06, -0.53], [0.74, 1.10, 1.72], [0.65, -0.06, -0.02], [-0.15, -0.02, 0.28], [0.10, 1.31, -0.46], [0.05, -2.37, -1.17]], "gap_ev": [8.25, 8.25], "total_energy_ev": -85077.8756, "relative_energy_kcal_mol": 49.0, "homo_energy_ev": [-8.806, -8.805]}

***

[4]
{"formula": "C2H5Cl", "method": "the ωB97M-V functional and the def2-TZVPD basis", "elements": ["C", "C", "Cl", "H", "H", "H", "H", "H"], "positions_angstrom": [[0.19990, 0.71906, -0.38823], [-0.08412, -0.72709, 0.26332], [-1.44726, -0.61120, 1.34188], [-0.50592, 1.34186, 0.12102], [1.20443, 1.07341, -0.07033], [0.04268, 0.68387, -1.46565], [0.83027, -1.07798, 0.81677], [-0.23998, -1.40194, -0.61878]], "atomic_forces_ev_per_a": [[0.54, -1.57, 1.50], [2.22, 0.79, -2.00], [-0.55, -0.45, 0.37], [-0.41, 0.77, -0.25], [-0.54, -0.26, -0.65], [0.18, 0.25, 0.17], [-1.14, 0.26, -0.41], [-0.31, 0.20, 1.27]], "gap_ev": 11.76, "total_energy_ev": -14677.1940, "relative_energy_kcal_mol": 8.1, "homo_energy_ev": -10.590, "smiles": "CCCl"}